{"formula": "C41H41N6PtS2", "method": "wB97M-V/def2-TZVPD", "symbols": ["Pt", "C", "C", "C", "C", "C", "C", "C", "N", "C", "N", "C", "C", "C", "C", "C", "C", "C", "N", "C", "C", "C", "C", "C", "C", "C", "H", "H", "H", "H", "H", "H", "H", "H", "H", "H", "H", "H", "H", "H", "H", "H", "H", "H", "H", "H", "H", "H", "N", "S", "C", "C", "C", "C", "C", "C", "C", "C", "C", "C", "C", "C", "H", "H", "H", "H", "H", "H", "H", "H", "H", "H", "H", "N", "C", "S", "N", "C", "C", "C", "C", "C", "C", "H", "H", "H", "H", "H", "H", "H", "H"], "positions_angstrom": [[-0.958487, 0.151384, -0.463279], [3.928513, 2.619984, 0.796021], [4.880613, 1.482684, 1.007121], [6.032413, 1.653684, 1.764321], [6.979913, 0.648384, 1.878221], [6.804513, -0.559016, 1.200621], [5.675813, -0.754316, 0.433921], [4.694313, 0.237584, 0.366321], [3.556313, 0.002684, -0.428579], [2.252213, 0.148484, -0.055479], [2.041413, 0.158484, 1.283221], [0.892513, 0.175684, 2.062021], [-0.419487, 0.241484, 1.545621], [-1.489687, 0.237484, 2.440621], [-1.289987, 0.150784, 3.806721], [0.007813, 0.087384, 4.302021], [1.103613, 0.116084, 3.463021], [2.484513, 0.082784, 4.043921], [1.308213, 0.238984, -0.947379], [1.605313, 0.328084, -2.314079], [1.986913, 1.552684, -2.877779], [2.314513, 1.632784, -4.214779], [2.254213, 0.494484, -5.012979], [1.860113, -0.715316, -4.463379], [1.522213, -0.823116, -3.122979], [1.157713, -2.140216, -2.517179], [4.470413, 3.560784, 0.843521], [3.154913, 2.645184, 1.564421], [3.445213, 2.551084, -0.176879], [6.204413, 2.603584, 2.248521], [7.861613, 0.803684, 2.480121], [7.540013, -1.342816, 1.290721], [5.526813, -1.681116, -0.099779], [3.722313, -0.316416, -1.374779], [2.894713, 0.051284, 1.827021], [-2.505087, 0.287784, 2.066221], [-2.134287, 0.118884, 4.477921], [0.170213, 0.005184, 5.366321], [2.418013, 0.107484, 5.126421], [3.073613, 0.945284, 3.737121], [3.015813, -0.828116, 3.770821], [2.035013, 2.430884, -2.251679], [2.628613, 2.574984, -4.635979], [2.502813, 0.556984, -6.059979], [1.835113, -1.605416, -5.072179], [0.809113, -2.825416, -3.284579], [0.392213, -2.027816, -1.742179], [2.037313, -2.585316, -2.049979], [-2.097387, -1.091816, -1.728379], [-3.574387, -1.790616, -1.867879], [-3.464787, -3.216216, -0.761679], [-4.334487, -4.271316, -0.996079], [-4.274687, -5.375516, -0.161679], [-3.373287, -5.406316, 0.890321], [-2.530687, -4.328616, 1.122621], [-2.575487, -3.216416, 0.296821], [-3.332587, -2.560216, -3.484579], [-2.336587, -3.512916, -3.638879], [-2.050987, -3.956816, -4.918079], [-2.749487, -3.448116, -6.005979], [-3.774987, -2.532216, -5.823879], [-4.068687, -2.070316, -4.549979], [-1.807087, -0.765316, -2.647679], [-5.040387, -4.236516, -1.811479], [-4.932587, -6.208216, -0.340579], [-3.338087, -6.265616, 1.542321], [-1.833387, -4.353016, 1.945121], [-1.923987, -2.361516, 0.473521], [-1.799387, -3.889316, -2.781479], [-1.281787, -4.702116, -5.055879], [-2.480587, -3.767016, -7.001179], [-4.341687, -2.173016, -6.668979], [-4.847087, -1.339216, -4.394979], [-0.648187, 4.085384, 0.512721], [-1.750587, 3.378684, 0.298121], [-1.838387, 2.435684, -1.145979], [-2.788187, 3.379984, 1.121421], [-2.886187, 3.912784, 2.428021], [-3.555987, 3.132184, 3.370221], [-3.605787, 3.532884, 4.690221], [-3.015787, 4.729184, 5.079621], [-2.433787, 5.550884, 4.124421], [-2.358887, 5.147584, 2.801321], [0.080813, 4.076484, -0.179979], [-0.554787, 4.686184, 1.319721], [-3.572687, 2.796884, 0.850221], [-4.028087, 2.210884, 3.063721], [-4.111387, 2.919584, 5.418721], [-3.038087, 5.034184, 6.115121], [-2.046087, 6.517284, 4.411221], [-1.968287, 5.830884, 2.062721]], "forces_ev_per_angstrom": [[2.07, 1.22, 0.16], [0.02, 0.07, 0.15], [-0.07, -0.61, -0.54], [0.13, -0.17, 0.04], [-0.17, -0.27, -0.15], [0.14, 0.36, 0.25], [-0.49, 0.11, 0.14], [1.01, 0.45, 0.95], [-1.24, -0.01, -0.75], [1.38, -0.10, 0.85], [0.22, -0.12, 0.00], [-0.31, 0.15, -0.61], [0.22, 0.04, -0.69], [-0.36, 0.03, -0.31], [0.02, -0.06, -0.41], [0.03, 0.00, -0.19], [-0.29, 0.07, -0.08], [-0.04, -0.04, -0.01], [-2.54, -0.27, 0.83], [-0.42, 0.10, -0.64], [-0.03, 0.02, 0.03], [0.03, 0.08, 0.12], [-0.13, -0.05, 0.15], [0.05, 0.04, -0.02], [-0.09, 0.07, 0.37], [-0.04, 0.00, 0.10], [-0.03, 0.08, -0.01], [-0.13, 0.08, 0.06], [-0.04, 0.06, -0.08], [0.01, 0.10, 0.05], [0.08, 0.03, 0.04], [0.10, -0.04, -0.07], [-0.02, -0.14, -0.03], [-0.16, 0.24, 0.01], [0.01, 0.01, -0.23], [-0.10, -0.01, -0.09], [-0.08, 0.04, 0.01], [0.01, 0.04, 0.09], [0.07, -0.02, 0.07], [0.15, 0.09, -0.06], [0.14, -0.09, -0.04], [0.00, 0.10, 0.09], [0.00, 0.08, -0.04], [0.07, -0.01, -0.12], [-0.04, -0.08, -0.14], [-0.06, -0.10, 0.01], [0.11, -0.21, -0.18], [0.01, -0.13, 0.07], [1.14, 0.90, 0.85], [-0.44, -0.91, -0.60], [0.06, 0.30, -0.07], [-0.03, 0.14, -0.02], [0.00, 0.13, -0.07], [0.05, 0.09, 0.07], [0.00, -0.02, 0.01], [0.15, 0.30, -0.05], [-0.22, 0.31, 0.45], [0.12, -0.05, -0.01], [0.05, 0.01, 0.21], [-0.01, 0.01, -0.02], [0.06, -0.02, -0.02], [-0.11, 0.13, 0.02], [-0.24, -0.14, -0.32], [-0.08, -0.06, -0.13], [-0.12, -0.14, -0.02], [0.03, -0.08, 0.03], [0.05, 0.00, 0.10], [-0.05, -0.24, 0.03], [0.06, -0.09, 0.07], [0.05, -0.04, -0.07], [-0.09, -0.10, -0.10], [-0.02, 0.05, -0.06], [-0.12, 0.08, 0.00], [-0.42, -0.07, 0.20], [0.21, 0.37, 1.00], [0.25, -2.13, -0.43], [0.15, -0.23, -0.57], [0.02, 0.35, 0.96], [0.18, 0.06, -0.21], [0.04, 0.14, 0.06], [-0.03, 0.03, -0.15], [0.02, -0.06, 0.17], [-0.10, -0.15, -0.25], [0.03, -0.05, -0.01], [0.03, -0.01, 0.01], [0.20, 0.03, -0.19], [-0.05, -0.17, -0.02], [-0.07, -0.08, 0.07], [-0.05, 0.04, 0.04], [0.05, 0.04, -0.02], [0.06, 0.12, -0.08]], "de_lowest_kcal_mol": 64.70, "charge": 3, "homo_ev": [-15.4238, -15.4670], "homo_lumo_gap_ha": [0.1493, 0.1562]}

***

{"formula": "C4H7NO2", "method": "wB97M-V/def2-TZVPD", "symbols": ["O", "C", "C", "N", "C", "C", "O", "H", "H", "H", "H", "H", "H", "H"], "positions_angstrom": [[0.537276, -2.244396, 0.340800], [0.092712, -1.126214, 0.235447], [-1.186616, -0.655676, -0.444901], [-1.259095, 0.723371, 0.017718], [0.111723, 1.163895, -0.223189], [0.833766, 0.137726, 0.662890], [2.217514, 0.029607, 0.524596], [-0.930762, -0.660936, -1.540910], [-2.072212, -1.259761, -0.244128], [-1.943940, 1.277498, -0.480191], [0.277463, 2.207577, 0.058992], [0.352187, 0.965699, -1.309625], [0.539962, 0.343509, 1.706787], [2.430021, -0.901901, 0.695710]], "forces_ev_per_angstrom": [[-0.25, 0.48, -0.09], [0.11, -0.33, 0.00], [0.04, -0.21, -0.40], [-0.20, 0.11, -0.06], [0.21, 0.07, -0.34], [-0.25, 0.05, -0.04], [0.03, -0.19, -0.05], [-0.36, -0.39, 0.53], [0.16, 0.04, 0.00], [0.07, -0.09, -0.06], [0.01, -0.24, -0.12], [0.32, 0.51, 0.88], [0.05, 0.05, -0.15], [0.06, 0.14, -0.10]], "de_lowest_kcal_mol": 33.49, "homo_ev": -9.5504, "homo_lumo_gap_ha": 0.3845}

***

{"formula": "CH2ClOPS", "method": "wB97M-V/def2-TZVPD", "symbols": ["O", "P", "S", "C", "Cl", "H", "H"], "positions_angstrom": [[-1.614803, 1.012758, 2.651808], [-0.929466, 1.024404, 1.359473], [0.181704, -0.777021, 1.069317], [0.593802, -0.538108, -1.000799], [0.001861, 1.042320, -1.691163], [0.114370, -1.289957, -1.619987], [1.652532, -0.474396, -0.768649]], "forces_ev_per_angstrom": [[0.07, -0.25, 0.44], [0.07, 0.03, -0.55], [-0.30, 0.27, -2.30], [-0.82, 1.62, 2.54], [0.57, -1.05, 0.45], [0.48, -0.32, 0.55], [-0.06, -0.31, -1.13]], "de_lowest_kcal_mol": 16.29, "homo_ev": -9.5907, "homo_lumo_gap_ha": 0.3295}